Entry 1:
{
  "formula": "C17H28AuBN3NbO3",
  "method": "ωB97M-V with the def2-TZVPD basis set",
  "charge": 2,
  "gap_ev": [3.2, 3.2],
  "energy_ev": -34599.0549,
  "elements": ["N", "C", "O", "Au", "Nb", "N", "N", "C", "C", "C", "C", "C", "C", "C", "C", "H", "H", "H", "H", "H", "H", "H", "H", "H", "H", "H", "H", "H", "H", "H", "H", "H", "H", "C", "H", "H", "H", "C", "H", "H", "H", "O", "B", "O", "C", "C", "C", "C", "C", "C", "H", "H", "H", "H"],
  "positions_angstrom": [[0.920448, -0.113297, 0.286613], [3.191265, -0.929097, -0.585448], [3.762014, -1.206095, 0.377587], [3.037750, -0.691012, -2.501008], [0.586529, -0.021291, -1.516438], [-0.596192, -1.607776, -1.924888], [-0.096857, 1.858460, -1.858604], [-0.342765, -3.040952, -1.789979], [0.264127, 3.101686, -1.177540], [0.811405, -3.449273, -2.696224], [-1.580283, -3.864544, -2.173229], [0.040225, -3.311776, -0.335235], [0.333400, 4.246342, -2.191102], [-0.776427, 3.379872, -0.086598], [1.624032, 2.954747, -0.510562], [0.571470, -3.224979, -3.740083], [0.976505, -4.531424, -2.590172], [1.746554, -2.931571, -2.433260], [-2.398645, -3.742504, -1.454015], [-1.310635, -4.929671, -2.177312], [-1.933765, -3.591161, -3.174696], [0.854978, -2.647964, -0.013015], [0.357416, -4.356398, -0.227526], [-0.814770, -3.130997, 0.328695], [0.994897, 3.959059, -3.018302], [0.740617, 5.129950, -1.690114], [-0.653302, 4.507590, -2.584658], [-1.788683, 3.454861, -0.506796], [-0.526015, 4.322583, 0.407156], [-0.750366, 2.575944, 0.662746], [1.598826, 2.178675, 0.267449], [1.851203, 3.916847, -0.030273], [2.395399, 2.745067, -1.264247], [-1.261083, 1.934499, -2.742621], [-1.425589, 0.962970, -3.226020], [-2.185681, 2.205332, -2.194040], [-1.092954, 2.686504, -3.526221], [-1.961230, -1.175733, -1.594828], [-2.425938, -1.796870, -0.808685], [-1.982268, -0.126527, -1.246600], [-2.608284, -1.251935, -2.484767], [0.530935, -1.277898, 2.491800], [0.693292, -0.123223, 1.674996], [0.520665, 1.069814, 2.436456], [0.257126, 0.636824, 3.701044], [0.094280, 1.398267, 4.851913], [-0.081841, 0.713460, 6.059128], [-0.109507, -0.687954, 6.093672], [0.045991, -1.454427, 4.927702], [0.240871, -0.777016, 3.732886], [0.108312, 2.480374, 4.783658], [-0.218955, 1.288096, 6.973246], [-0.252472, -1.174616, 7.051621], [0.024001, -2.539865, 4.966758]],
  "forces_ev_per_a": [[-0.24, 0.02, -2.30], [1.49, -0.58, 4.51], [-1.92, 0.85, -3.40], [0.60, -0.07, -1.55], [-2.43, 0.30, 1.93], [0.95, 2.19, 0.12], [0.91, -2.49, -0.37], [0.16, -0.62, 0.44], [-0.07, 0.38, 0.61], [-0.27, -0.24, -0.36], [0.04, -0.12, -0.10], [-0.05, -0.30, 0.20], [-0.05, -0.04, -0.06], [-0.14, -0.04, 0.02], [-0.06, 0.10, 0.25], [0.08, -0.08, 0.06], [0.18, 0.39, -0.12], [0.05, -0.03, 0.12], [0.20, -0.07, -0.22], [-0.09, 0.30, -0.03], [0.03, -0.12, 0.17], [-0.14, -0.32, -0.04], [-0.10, 0.23, 0.12], [0.24, -0.05, -0.05], [-0.11, 0.22, 0.09], [-0.05, -0.14, -0.16], [0.20, 0.04, 0.05], [0.27, 0.09, 0.21], [-0.16, -0.10, -0.02], [-0.06, 0.24, -0.14], [0.15, 0.38, -0.27], [0.19, -0.37, -0.12], [0.07, 0.01, 0.12], [-0.34, 0.03, -0.07], [-0.04, 0.15, -0.08], [0.45, -0.14, -0.21], [-0.05, -0.38, 0.15], [-0.54, -0.08, -0.33], [0.45, 0.44, -0.11], [-0.06, -0.13, -0.01], [0.16, 0.20, 0.30], [-0.02, 1.27, -0.85], [-0.38, 0.01, 2.16], [0.31, -1.24, -0.89], [-0.03, -0.65, 0.72], [-0.10, -0.14, -0.09], [-0.04, 0.32, -0.60], [0.03, -0.11, -0.57], [-0.03, -0.02, 0.32], [0.23, 0.72, 0.72], [0.02, -0.10, 0.14], [0.08, -0.19, -0.19], [0.01, -0.08, -0.17], [0.05, 0.18, -0.03]]
}

Entry 2:
{
  "formula": "C17H28BrCoO9",
  "method": "ωB97M-V with the def2-TZVPD basis set",
  "de_lowest_kcal_mol": 3.9,
  "multiplicity": 4,
  "charge": 1,
  "gap_ev": [9.0, 8.8],
  "energy_ev": -144177.4137,
  "elements": ["Co", "Br", "O", "C", "O", "C", "C", "C", "H", "H", "H", "H", "H", "H", "O", "C", "O", "C", "C", "C", "H", "H", "H", "H", "H", "H", "O", "C", "O", "C", "C", "C", "H", "H", "H", "H", "H", "H", "O", "C", "O", "C", "C", "C", "H", "H", "H", "H", "H", "H", "C", "O", "H", "H", "H", "H"],
  "positions_angstrom": [[0.927130, 12.718095, -15.055291], [1.789483, 10.587879, -14.359266], [1.648189, 13.783391, -13.171383], [2.722802, 14.202609, -12.823712], [3.851182, 13.908068, -13.484862], [4.946805, 14.654975, -12.910558], [4.263987, 15.832066, -12.209174], [3.010217, 15.175983, -11.698363], [5.722908, 14.935956, -13.616078], [5.426110, 13.974216, -12.196684], [4.043631, 16.552173, -13.005109], [4.948026, 16.349012, -11.540919], [2.141985, 15.819825, -11.576407], [3.143626, 14.632317, -10.760174], [0.496263, 14.989304, -15.427664], [0.001430, 16.039196, -15.728643], [0.353909, 17.179512, -15.109928], [-0.185307, 18.312743, -15.828628], [-1.459422, 17.745419, -16.416397], [-0.995379, 16.352328, -16.819304], [0.518327, 18.611739, -16.612893], [-0.275958, 19.140426, -15.133086], [-1.975501, 18.322110, -17.181419], [-2.185806, 17.700064, -15.597346], [-0.449120, 16.359661, -17.764651], [-1.832178, 15.661124, -16.855714], [-0.336726, 12.612385, -16.708128], [-0.942359, 12.089542, -17.614362], [-0.975502, 10.776322, -17.754838], [-1.885924, 10.355293, -18.796516], [-2.287180, 11.632670, -19.562566], [-1.723407, 12.769091, -18.704773], [-2.735357, 9.913911, -18.280689], [-1.392423, 9.633583, -19.435797], [-3.356345, 11.707837, -19.722380], [-1.772354, 11.647982, -20.521931], [-2.486428, 13.415917, -18.267650], [-1.040972, 13.451437, -19.214414], [-0.813408, 12.717302, -13.888231], [-1.532660, 12.757970, -12.920960], [-2.692354, 13.385101, -12.961378], [-3.390423, 13.335511, -11.664573], [-2.447113, 12.660363, -10.687428], [-1.339507, 12.070464, -11.597894], [-4.327000, 12.821924, -11.862446], [-3.589682, 14.380185, -11.438117], [-2.890733, 11.817165, -10.165526], [-1.980536, 13.334468, -9.976278], [-1.532176, 11.015195, -11.805480], [-0.341617, 12.164445, -11.185814], [2.950271, 13.388812, -17.386879], [2.692872, 13.373620, -15.987392], [3.431439, 12.471455, -17.721412], [1.994211, 13.517735, -17.891931], [3.565968, 14.250913, -17.655263], [3.464329, 13.021335, -15.526522]],
  "forces_ev_per_a": [[-0.10, 0.19, 0.68], [-0.04, 0.16, -0.18], [-0.14, -0.25, -0.12], [0.17, 0.17, -0.10], [0.04, 0.21, -0.32], [0.40, -0.30, 1.23], [0.96, 0.18, -1.00], [-0.62, 0.00, 0.04], [-0.46, -0.06, -0.54], [-0.03, 0.16, 0.04], [-0.30, 0.03, 0.18], [-0.24, -0.23, 0.44], [0.07, 0.09, 0.00], [0.15, -0.09, -0.06], [-0.02, -0.29, 0.22], [0.08, 0.15, -0.07], [0.34, -0.04, -0.05], [0.12, 0.21, -0.34], [-0.57, 0.40, 0.38], [-0.49, 0.27, 0.24], [0.08, -0.12, 0.10], [-0.21, -0.09, 0.10], [0.49, 0.09, -0.25], [0.04, -0.35, -0.05], [-0.10, -0.05, -0.10], [0.28, -0.36, -0.05], [0.33, 0.40, -0.05], [-0.17, -0.67, -0.11], [0.18, -0.07, 0.00], [-0.48, 0.53, 0.10], [0.79, 0.12, -0.09], [-0.22, 0.38, 0.22], [0.02, -0.21, -0.12], [0.12, -0.14, 0.17], [-0.04, -0.03, -0.01], [-0.26, -0.07, -0.11], [-0.01, -0.15, 0.14], [-0.02, -0.14, -0.17], [-0.29, 0.19, -0.24], [0.44, -0.36, 0.20], [-0.44, 0.25, 0.34], [0.15, 0.53, -0.78], [0.88, -0.93, -0.34], [-0.57, 0.08, 0.12], [0.01, -0.13, 0.20], [-0.14, -0.08, 0.20], [-0.32, 0.32, 0.26], [-0.30, 0.19, 0.08], [0.19, -0.04, 0.05], [0.15, 0.03, -0.24], [-0.10, 0.31, -0.33], [0.27, -0.04, -0.20], [-0.07, -0.06, 0.01], [-0.01, -0.15, 0.03], [0.10, -0.09, 0.10], [-0.10, -0.04, 0.17]]
}

Entry 3:
{
  "formula": "C17H28BrNO6Tl",
  "method": "ωB97M-V with the def2-TZVPD basis set",
  "de_lowest_kcal_mol": 0.0,
  "charge": 3,
  "gap_ev": [6.9, 4.8],
  "energy_ev": -106562.9008,
  "elements": ["Tl", "C", "C", "O", "C", "C", "O", "C", "C", "O", "C", "C", "O", "C", "C", "O", "C", "C", "O", "H", "H", "H", "H", "H", "H", "H", "H", "H", "H", "H", "H", "H", "H", "H", "H", "H", "H", "H", "H", "H", "H", "H", "H", "Br", "C", "C", "C", "C", "N", "C", "H", "H", "H", "H"],
  "positions_angstrom": [[0.221298, -0.025928, -0.121107], [1.112977, 2.273481, -2.387593], [2.383758, 1.489916, -2.117700], [1.965287, 0.151803, -1.865539], [2.555807, -0.923603, -2.606126], [1.503349, -2.007166, -2.732139], [0.765769, -2.090729, -1.505353], [0.432600, -3.409923, -1.077411], [-0.406181, -3.280616, 0.187405], [0.077231, -2.274252, 1.089655], [1.327533, -2.609715, 1.719036], [1.699941, -1.463284, 2.612527], [1.958420, -0.331192, 1.757372], [2.358505, 0.870630, 2.424552], [1.120207, 1.701220, 2.736305], [0.365292, 1.977990, 1.549252], [0.796560, 3.129416, 0.809313], [-0.047777, 3.215267, -0.439066], [0.136848, 2.110817, -1.336675], [0.641163, 1.869402, -3.283621], [1.335278, 3.329099, -2.555125], [2.923275, 1.863883, -1.244531], [3.043018, 1.559539, -2.984166], [3.461931, -1.260291, -2.097850], [2.823311, -0.593245, -3.612177], [1.981916, -2.960075, -2.963804], [0.805694, -1.773132, -3.539082], [1.347120, -3.988964, -0.927385], [-0.171581, -3.918739, -1.833577], [-0.459112, -4.242986, 0.701046], [-1.421400, -2.972717, -0.064038], [2.102147, -2.758847, 0.961738], [1.220718, -3.526774, 2.303719], [2.588229, -1.692980, 3.202685], [0.874002, -1.228813, 3.289818], [3.034768, 1.400772, 1.753731], [2.887873, 0.655346, 3.353548], [1.408658, 2.624835, 3.242370], [0.454716, 1.134486, 3.387808], [1.864489, 3.070451, 0.583680], [0.626610, 4.025454, 1.412883], [0.155914, 4.154813, -0.955637], [-1.100311, 3.197110, -0.155428], [-6.375343, 0.768688, -2.220729], [-5.373615, 0.493029, -0.748533], [-5.966105, 0.308960, 0.520778], [-5.121833, 0.133017, 1.581865], [-3.731106, 0.137431, 1.357815], [-3.146694, 0.292792, 0.153251], [-3.941065, 0.469229, -0.878128], [-7.042642, 0.312412, 0.635752], [-5.504391, -0.006133, 2.584077], [-3.058102, 0.010944, 2.197054], [-3.494979, 0.607867, -1.856498]],
  "forces_ev_per_a": [[0.41, -0.40, 0.26], [0.19, 0.03, -0.37], [-0.29, 0.27, 0.08], [-0.03, -0.03, 0.18], [0.09, -0.12, -0.04], [-0.06, 0.04, -0.18], [0.06, -0.04, 0.10], [-0.11, -0.03, 0.10], [-0.06, -0.02, -0.07], [0.04, -0.08, -0.07], [0.14, 0.00, 0.01], [-0.15, 0.27, 0.00], [0.15, -0.16, -0.33], [-0.49, 0.25, 0.05], [0.32, -0.19, 0.10], [0.00, -0.10, -0.31], [-0.02, 0.05, 0.15], [-0.08, 0.27, 0.17], [0.18, 0.06, 0.05], [0.01, 0.07, -0.02], [-0.09, 0.00, 0.13], [0.04, -0.01, -0.01], [-0.03, -0.10, 0.00], [-0.10, -0.03, 0.07], [0.04, 0.08, 0.06], [-0.01, 0.00, 0.07], [-0.02, 0.00, 0.04], [0.01, 0.06, 0.07], [0.05, -0.01, 0.00], [0.01, 0.02, 0.00], [0.02, 0.03, 0.00], [-0.01, -0.02, 0.02], [-0.11, 0.03, -0.02], [0.05, -0.02, -0.09], [0.03, -0.05, 0.06], [0.04, -0.07, -0.01], [0.07, -0.11, -0.05], [-0.11, 0.05, -0.05], [-0.03, 0.10, 0.02], [0.02, -0.02, -0.04], [-0.01, -0.01, -0.02], [-0.01, -0.07, -0.04], [-0.01, 0.02, -0.02], [-0.09, 0.02, -0.14], [0.06, -0.01, 0.08], [0.02, -0.01, 0.05], [-0.05, 0.00, -0.03], [0.02, 0.01, 0.00], [-0.08, -0.01, -0.08], [-0.01, 0.01, 0.12], [0.00, 0.01, -0.02], [0.02, 0.00, 0.01], [0.01, -0.02, 0.01], [-0.02, -0.01, -0.02]]
}

Entry 4:
{
  "formula": "C17H28CeNO2P2S",
  "method": "ωB97M-V with the def2-TZVPD basis set",
  "de_lowest_kcal_mol": 50.2,
  "charge": 3,
  "gap_ev": [4.1, 4.1],
  "energy_ev": -65981.7504,
  "elements": ["Ce", "P", "C", "C", "N", "C", "C", "C", "C", "C", "P", "H", "H", "H", "H", "H", "H", "H", "H", "O", "H", "H", "O", "H", "C", "H", "H", "H", "C", "H", "H", "H", "C", "H", "H", "H", "C", "H", "H", "H", "S", "C", "C", "C", "C", "C", "C", "H", "H", "H", "H", "H"],
  "positions_angstrom": [[1.021271, -0.448560, 1.444083], [-3.191679, -0.129865, -0.233743], [-1.860141, -0.735698, -1.347629], [-0.782184, 0.288965, -1.709706], [0.406230, 0.322205, -1.029480], [1.376765, 1.147458, -1.476837], [1.131583, 2.110980, -2.456711], [-0.095830, 2.130739, -3.102820], [-1.038075, 1.184267, -2.733515], [2.788752, 1.093375, -0.898990], [3.299981, -0.579071, -0.232783], [-2.000042, 1.108166, -3.250242], [1.928422, 2.808635, -2.700664], [-0.311459, 2.856841, -3.892225], [3.521301, 1.312426, -1.699060], [2.900259, 1.869307, -0.110714], [-1.431067, -1.559117, -0.854566], [-2.323029, -1.076226, -2.316169], [-1.606027, -4.561048, -4.253860], [-1.904705, -4.943065, -5.052613], [-2.402879, -4.228931, -5.496683], [-3.862879, -1.079634, 0.579895], [-1.750414, -0.987708, 1.170500], [-1.892318, -1.547454, 1.958980], [3.746067, -1.411689, -1.794018], [4.771821, -1.149509, -2.095266], [3.684900, -2.494872, -1.615949], [3.045100, -1.149925, -2.599569], [4.953507, -0.207202, 0.442051], [5.265916, -1.087120, 1.022238], [5.665371, -0.029448, -0.376773], [4.906999, 0.661998, 1.113224], [-2.903468, 1.472589, 0.543026], [-3.821425, 2.062469, 0.585726], [-2.550002, 1.277797, 1.555560], [-2.132205, 2.045679, 0.023462], [-4.534172, 0.243631, -1.407651], [-5.337673, -0.484600, -1.271743], [-4.961610, 1.233491, -1.226475], [-4.229614, 0.199209, -2.457628], [1.385262, 2.159085, 2.082601], [0.794072, 1.208365, 3.384363], [1.578976, 0.073847, 3.816294], [0.914565, -1.006761, 4.453031], [-0.424835, -0.855778, 4.854030], [-1.130299, 0.334163, 4.596441], [-0.552534, 1.352570, 3.851164], [2.649260, 0.039316, 3.561359], [1.454461, -1.929561, 4.677359], [-0.932781, -1.649652, 5.417154], [-2.149558, 0.461924, 4.971504], [-1.077951, 2.272977, 3.590029]],
  "forces_ev_per_a": [[-3.31, 0.71, -1.71], [-1.33, -0.05, -0.54], [-0.05, 0.69, -1.49], [-0.28, 0.06, 0.60], [0.15, -0.64, 0.31], [0.12, 0.80, -0.31], [0.15, -0.28, 0.04], [0.15, 0.31, -0.02], [-0.49, -0.30, -0.20], [-0.39, 0.13, 0.54], [1.19, 1.13, -1.28], [0.42, 0.12, 0.13], [-0.18, -0.12, -0.15], [0.11, -0.26, 0.30], [-0.32, 0.01, 0.39], [0.14, -0.40, -0.52], [0.51, -1.05, 0.31], [0.32, 0.35, 1.04], [0.51, 0.51, 1.33], [-0.85, 0.14, -1.54], [0.33, -0.67, 0.19], [0.35, 0.48, -0.47], [3.64, 0.00, 1.57], [-0.46, 0.37, -0.49], [-0.59, -0.95, -0.05], [-0.39, 0.02, 0.25], [0.17, 0.21, -0.34], [0.14, -0.12, 0.28], [-0.18, -0.18, 0.74], [0.21, 0.29, -0.16], [-0.28, 0.00, 0.28], [0.14, -0.23, -0.15], [0.34, -0.14, 0.77], [0.08, -0.17, -0.13], [-0.06, 0.17, -0.05], [-0.11, -0.09, -0.18], [-0.29, 0.15, -0.30], [0.07, 0.03, -0.06], [0.04, -0.14, -0.01], [0.00, 0.02, 0.19], [0.03, -1.12, -0.33], [0.19, -0.17, 1.15], [-1.17, 0.09, 0.27], [0.33, 0.35, -0.05], [0.07, -0.17, -0.05], [-0.08, 0.35, -0.01], [0.59, -0.40, -0.16], [-0.21, 0.05, 0.23], [-0.11, 0.32, 0.15], [0.34, 0.25, -0.32], [0.34, -0.13, -0.11], [0.00, -0.32, 0.10]]
}